1.
{"formula": "C2H4O2S", "method": "wB97M-V/def2-TZVPD", "species": ["H", "C", "H", "C", "O", "S", "H", "O", "H"], "positions_angstrom": [[2.053, 0.192, 0.728], [1.273, 0.246, -0.076], [1.132, 1.382, 0.067], [-0.127, -0.632, 0.279], [-2.733, -0.819, -0.107], [-1.592, 0.055, -0.123], [-0.124, -1.702, -0.038], [-1.821, 1.435, 0.096], [1.938, -0.157, -0.826]], "lowdin_charge": [0.06, -0.12, 0.09, -0.24, -0.33, 0.73, 0.07, -0.31, 0.04], "molar_mass_g_mol": 92.12, "e_homo_ha": -0.3630, "e_above_lowest_kj_mol": 346.3, "fmax_ev_per_a": 3.5, "smiles": "CC=S(=O)=O", "e_lumo_ev": -0.79, "homo_lumo_gap_ev": 9.1, "total_charge": 0}

***

2.
{"formula": "CH3HoO3S", "method": "wB97M-V/def2-TZVPD", "species": ["Ho", "O", "C", "O", "O", "S", "H", "H", "H"], "positions_angstrom": [[0.744, 0.345, 0.102], [1.726, -1.653, -0.675], [1.352, -2.517, -1.722], [-0.995, 1.647, -0.261], [0.777, -1.799, 0.502], [-1.745, 1.159, 1.083], [0.289, -2.381, -1.976], [1.533, -3.563, -1.435], [1.978, -2.249, -2.584]], "lowdin_charge": [1.80, -0.39, -0.09, -0.95, -0.34, 0.65, 0.10, 0.11, 0.11], "spin_multiplicity": 6, "molar_mass_g_mol": 260.03, "e_homo_ha": [-0.5065, -0.4953], "fmax_ev_per_a": 2.3, "s2": 8.7577, "e_lumo_ev": [-6.10, -6.06], "homo_lumo_gap_ev": [7.7, 7.4], "total_charge": 1}